Entry from the Open Molecules 2025 dataset: an isolated molecule of C4H10OS at a distorted geometry (ωB97M-V with the def2-TZVPD basis set).

CARTESIAN COORDINATES (ANGSTROEM)
O -2.614 1.441 0.729
C -1.580 0.494 1.030
C -0.914 0.000 -0.272
C 0.620 0.171 -0.183
C 1.400 -0.830 -1.029
S 3.222 -0.730 -0.871
H -2.420 2.221 1.272
H -0.915 0.810 1.831
H -2.030 -0.401 1.506
H -1.237 0.730 -1.012
H -1.146 -1.011 -0.590
H 1.044 0.129 0.826
H 0.936 1.175 -0.486
H 1.137 -1.858 -0.781
H 1.140 -0.733 -2.084
H 3.357 -1.609 0.116

Computed properties:
Energy   -17192.16547 eV
SMILES string   OCCCCS
Energy above the lowest of the compared OMol25 structures with the same formula, charge and spin   0.660 eV
HOMO-LUMO gap   10.0 eV
LUMO   0.033 hartree